This record from the Open Molecules 2025 dataset describes a single C2H3Cl2FO molecule in a non-equilibrium geometry. The level of theory is ωB97M-V/def2-TZVPD.

Positions of all 9 atoms, in Å:
O  -1.661  -0.127  -0.163
C  -0.340  -0.335  -0.435
C  0.727  0.306  0.445
F  0.548  0.133  1.729
Cl  2.284  -0.298  -0.158
Cl  0.687  2.105  -0.021
H  -1.860  -0.520  0.660
H  -0.230  0.170  -1.407
H  -0.156  -1.434  -0.651

Computed properties:
* SMILES: OCC(F)(Cl)Cl
* molar mass: 132.9 u
* orbital gap: 11.7 eV
* E_tot: -1173.4742 Ha
* spin multiplicity: 1
* ΔE to the lowest compared entry with this formula, charge and spin: 9.0 kcal per mole